Formula: C2H14NO3S
Source: the Open Molecules 2025 dataset
Level of theory: ωB97M-V/def2-TZVPD

Each line ends with the Löwdin charge.
Element x y z (Å)
C (0.89562, -0.30983, -1.89042)  -0.187
C (0.55793, -0.70484, -0.43878)  -0.557
S (-0.89264, -1.79572, -0.31463)  0.762
N (1.44862, 1.12954, -1.93611)  0.183
H (-0.06969, -0.31889, -2.40600)  0.105
H (1.55565, -0.93526, -2.49998)  0.132
H (0.11773, 0.14299, 0.07518)  0.011
H (1.49101, -1.12549, -0.05949)  0.089
H (-0.30139, -2.90567, -0.83606)  -0.112
H (0.90178, 1.66728, -2.60096)  0.161
H (2.40236, 0.97879, -2.24895)  0.163
H (1.28170, 1.58466, -1.01771)  0.107
H (0.10245, 2.26003, 0.69168)  0.052
H (-0.31032, 3.55475, -0.20574)  0.068
O (0.13070, 2.71432, -0.16195)  -0.035
H (-2.61148, 1.13014, 1.72222)  0.061
H (-1.37948, 0.48509, 2.38428)  0.024
O (-1.71594, 0.83400, 1.55504)  -0.049
H (-0.37514, -1.04435, 2.80711)  0.006
H (1.03904, -1.52851, 3.05427)  0.070
O (0.52385, -0.74388, 2.79363)  -0.055

- LUMO (eV) = -3.12
- HOMO level (eV) = -12.694
- net charge = +1
- spin multiplicity = 1
- orbital gap (eV) = 9.58
- ΔE to the lowest compared entry with this formula, charge and spin (kcal/mol) = 21.87


Formula: C44H65N4OP2SiSn
Source: the Open Molecules 2025 dataset
Level of theory: ωB97M-V/def2-TZVPD

Each line ends with the Löwdin charge.
Element x y z (Å)
Sn (-0.20039, -0.38445, -0.13769)  1.139
C (2.71077, -2.88892, -0.75739)  -0.159
Si (2.32213, -1.12226, -0.19624)  0.550
C (3.16084, -1.13562, 1.50268)  -0.292
C (4.50772, -1.38526, 1.68480)  -0.116
C (5.18005, -1.52908, 2.88211)  -0.013
C (4.40256, -1.65304, 4.03644)  -0.009
C (3.03603, -1.44565, 3.92516)  -0.099
C (2.40449, -1.08387, 2.71578)  -0.368
P (0.67188, -0.55062, 2.67944)  1.116
C (0.64538, 1.09956, 3.74674)  -0.368
C (2.00072, 1.67173, 4.16944)  -0.202
C (1.81589, 2.90294, 4.99981)  -0.184
C (1.01207, 4.03987, 4.25297)  -0.163
C (-0.36819, 3.44076, 3.96070)  -0.179
C (-0.19214, 2.17561, 3.07925)  -0.231
C (-0.40866, -1.94029, 3.32919)  -0.417
C (0.23260, -2.86467, 4.41327)  -0.175
C (-0.08264, -2.37864, 5.86310)  -0.167
C (-1.59819, -2.10386, 6.07686)  -0.183
C (-2.06870, -1.01017, 5.11746)  -0.188
C (-1.86282, -1.51951, 3.69263)  -0.202
C (2.95326, 0.22132, -1.30502)  -0.318
C (4.07827, 0.89063, -0.86648)  -0.076
C (4.73362, 1.81470, -1.68936)  -0.010
C (4.00491, 2.34419, -2.75204)  -0.034
C (2.88566, 1.71169, -3.19625)  -0.089
C (2.29438, 0.69276, -2.47549)  -0.390
P (0.61276, 0.15309, -2.84932)  1.099
C (0.89387, -1.47229, -3.78253)  -0.395
C (-0.42540, -2.13120, -4.30969)  -0.196
C (-0.23317, -3.46315, -5.04551)  -0.173
C (1.24680, -3.89344, -5.12136)  -0.187
C (2.16063, -2.77731, -5.64111)  -0.154
C (1.97776, -1.43766, -4.87793)  -0.162
C (-0.19063, 1.59155, -3.79184)  -0.386
C (-0.04902, 1.59888, -5.35893)  -0.187
C (-0.58708, 2.92731, -5.87456)  -0.152
C (-2.03069, 3.38193, -5.35871)  -0.139
C (-2.57074, 2.26176, -4.46759)  -0.197
C (-1.56781, 2.07912, -3.32395)  -0.224
H (3.13559, -2.83118, -1.77825)  0.048
H (1.88796, -3.61546, -0.83915)  0.031
H (3.46500, -3.31616, -0.13088)  0.033
H (5.13807, -1.32035, 0.78809)  0.120
H (6.25052, -1.52553, 2.78413)  0.126
H (4.86975, -1.87029, 4.99322)  0.131
H (2.36436, -1.51586, 4.77214)  0.094
H (0.14460, 0.75944, 4.66255)  0.098
H (2.62167, 1.99117, 3.26965)  0.149
H (2.53176, 0.83119, 4.65317)  0.101
H (2.73971, 3.26777, 5.43727)  0.120
H (1.29793, 2.71721, 5.92850)  0.113
H (1.52860, 4.30570, 3.33446)  0.108
H (0.94907, 4.95468, 4.85175)  0.120
H (-1.06557, 4.15850, 3.50550)  0.110
H (-0.85839, 3.18902, 4.94671)  0.137
H (0.29060, 2.38402, 2.12602)  0.106
H (-1.20670, 1.85537, 2.82179)  0.093
H (-0.41302, -2.58219, 2.41367)  0.094
H (1.27845, -3.08334, 4.16732)  0.091
H (-0.19934, -3.82792, 4.16244)  0.119
H (0.50377, -1.49074, 6.15000)  0.110
H (0.14581, -3.16812, 6.58752)  0.120
H (-1.66565, -1.82639, 7.15567)  0.130
H (-2.17179, -3.04366, 5.98705)  0.127
H (-1.58140, -0.00696, 5.28356)  0.116
H (-3.11222, -0.82063, 5.28026)  0.107
H (-2.27408, -0.82875, 2.92394)  0.088
H (-2.45805, -2.42556, 3.53034)  0.119
H (4.49334, 0.65891, 0.13052)  0.102
H (5.76773, 2.15263, -1.51819)  0.136
H (4.48641, 3.19575, -3.27017)  0.142
H (2.47210, 2.06496, -4.11585)  0.103
H (1.15244, -2.17407, -2.97248)  0.076
H (-0.88075, -1.50512, -5.06467)  0.099
H (-1.14853, -2.34946, -3.55588)  0.070
H (-0.61786, -3.35179, -6.02323)  0.099
H (-0.89391, -4.27374, -4.61779)  0.126
H (1.27171, -4.81308, -5.70311)  0.121
H (1.64734, -4.17727, -4.15412)  0.098
H (2.01025, -2.70577, -6.70225)  0.114
H (3.19298, -3.08238, -5.45598)  0.117
H (1.76441, -0.61975, -5.62456)  0.120
H (2.91236, -1.17045, -4.34947)  0.109
H (0.47389, 2.43102, -3.42441)  0.116
H (-0.61694, 0.69556, -5.71024)  0.115
H (1.00655, 1.40062, -5.61850)  0.097
H (-0.59697, 2.92423, -6.93666)  0.107
H (0.13577, 3.64354, -5.62352)  0.093
H (-2.60908, 3.49422, -6.25866)  0.103
H (-1.90390, 4.38263, -4.89925)  0.124
H (-2.69786, 1.30457, -5.00470)  0.125
H (-3.53341, 2.50608, -4.04352)  0.109
H (-2.03641, 1.32488, -2.68145)  0.082
H (-1.51161, 3.06631, -2.78706)  0.124
C (-2.29226, -4.64701, -0.69911)  0.010
C (-1.45999, -3.43994, -0.84880)  -0.112
N (-0.78725, -2.48351, -0.76604)  0.036
H (-1.80136, -5.50895, -1.22777)  0.129
H (-3.26084, -4.44212, -1.17760)  0.113
H (-2.40290, -4.88256, 0.35830)  0.104
C (-3.20997, 4.05540, 0.02430)  0.007
N (-3.91208, 2.87094, 0.59612)  -0.029
C (-5.28855, 2.91534, 0.69343)  -0.025
C (-6.02042, 1.80367, 0.94659)  0.006
C (-5.27459, 0.61739, 1.19844)  -0.361
N (-3.95745, 0.48457, 1.05264)  0.168
C (-3.26788, 1.54870, 0.56342)  -0.472
O (-2.09745, 1.53050, 0.17127)  -0.137
N (-5.96198, -0.51114, 1.53846)  0.173
H (-2.78178, 3.88015, -0.99226)  0.089
H (-2.38368, 4.38953, 0.69349)  0.101
H (-4.00329, 4.80799, 0.07193)  0.091
H (-5.75201, 3.90330, 0.62284)  0.146
H (-7.10824, 1.71899, 0.82536)  0.135
H (-6.91229, -0.43293, 1.84621)  0.115
H (-5.44963, -1.34476, 1.77673)  0.107

- LUMO (alpha / beta) (eV) = -10.38 / -10.72
- HOMO level (alpha / beta) (eV) = -15.666 / -15.703
- net charge = +3
- spin multiplicity = 1
- orbital gap (alpha / beta) (eV) = 5.29 / 4.99


Formula: C5H16N3
Source: the Open Molecules 2025 dataset
Level of theory: ωB97M-V/def2-TZVPD

Each line ends with the Löwdin charge.
Element x y z (Å)
N (-0.55407, 0.70728, -2.08156)  -0.005
C (-1.07141, -0.63047, -2.38765)  -0.259
C (-0.95851, -1.67397, -1.26901)  -0.175
C (0.22029, -1.54466, -0.32239)  -0.201
N (-0.03360, -0.42274, 0.61507)  -0.099
C (1.08931, -0.14789, 1.51646)  -0.205
C (1.23368, 1.36733, 1.59823)  -0.113
N (-0.13122, 1.98562, 1.84631)  0.187
H (-0.02209, 0.76454, -1.22909)  0.004
H (0.04294, 1.01777, -2.83588)  0.068
H (-0.60073, -1.03004, -3.27685)  0.105
H (-2.12054, -0.53225, -2.67936)  0.105
H (-0.96584, -2.65107, -1.72055)  0.113
H (-1.82376, -1.63442, -0.65781)  0.094
H (0.29041, -2.47221, 0.24430)  0.125
H (1.10984, -1.23938, -0.85461)  0.122
H (-0.81128, -0.69660, 1.19431)  0.113
H (2.04354, -0.51422, 1.13067)  0.131
H (1.04917, -0.59105, 2.51906)  0.130
H (1.88935, 1.72544, 2.38590)  0.135
H (1.48610, 1.73866, 0.60942)  0.131
H (-0.73281, 1.84117, 1.03038)  0.156
H (-0.02987, 2.99832, 1.95309)  0.174
H (-0.59890, 1.63483, 2.67155)  0.165

- LUMO (eV) = -3.51
- HOMO level (eV) = -12.027
- net charge = +1
- spin multiplicity = 1
- orbital gap (eV) = 8.52
- SMILES = NCCCNCC[NH3+]
- ΔE to the lowest compared entry with this formula, charge and spin (kcal/mol) = 42.25


Total energy values, unit eV, following the record order: -20762.36697, -86951.84551, -9907.88417.